1.
The following is a quantum chemistry calculation of C43H60BHfN7O3PS4Te as an isolated structure at a distorted geometry, from the OMol25 dataset.

Properties
* frontier orbital gap: 0.292 Ha
* LUMO energy: -7.68 eV
* F_max: 1.18 eV/A
* net charge: +3
* HOMO level: -15.630 eV

CARTESIAN COORDINATES (ANGSTROEM)
Hf 2.50656 -0.29722 -0.90507
C 0.53321 -1.71822 4.20608
C -0.51862 -1.18798 3.28730
C -1.85422 -1.35318 3.53743
C -2.84141 -0.86282 2.65318
N -2.49060 -0.20166 1.57368
N -1.18646 -0.02304 1.35606
B -0.84340 0.78900 0.11034
N -0.20706 2.14260 0.57688
N -1.07670 2.58999 1.49247
C -0.86588 3.74618 2.07553
C 0.24788 4.52460 1.71089
C 1.13384 4.08116 0.76879
C 2.33354 4.88522 0.37841
C 0.88190 2.80773 0.19085
S 2.00353 2.20828 -0.99736
C -1.88297 4.13809 3.13764
C -1.94188 3.01703 4.18244
C -3.24559 4.28828 2.45208
C -1.50100 5.45010 3.82020
N -1.96393 1.05041 -0.94349
N -3.02202 1.84506 -0.92076
C -3.75553 1.82530 -2.02029
C -3.39200 1.02663 -3.14093
C -2.27415 0.22913 -3.15481
C -1.83542 -0.62871 -4.29573
C -1.56953 0.28954 -1.95016
S -0.22023 -0.56521 -1.19815
C -5.01728 2.66804 -2.06780
C -6.20924 1.71788 -2.26632
C -4.91633 3.64301 -3.24934
C -5.20351 3.45038 -0.77226
C -0.18490 -0.48585 2.09977
S 1.48176 -0.17193 1.67215
C -4.34154 -1.02406 2.86938
C -4.96185 -1.63070 1.60581
C -4.63958 -1.92333 4.06765
C -4.92935 0.37237 3.11889
H 0.07799 -2.15801 5.09020
H 1.21962 -0.93063 4.51835
H 1.13101 -2.48188 3.70498
H -2.16210 -1.88457 4.42740
H 0.41559 5.47742 2.19340
H 2.36646 5.81289 0.94434
H 2.31270 5.12371 -0.68555
H 3.24959 4.32364 0.56498
H -2.22686 2.06882 3.72492
H -2.68423 3.26868 4.94053
H -0.98050 2.88928 4.68488
H -3.53587 3.36480 1.95068
H -3.22893 5.09154 1.71225
H -4.00392 4.53707 3.19535
H -0.52824 5.39664 4.31357
H -2.23954 5.67588 4.58891
H -1.49598 6.29281 3.12602
H -4.03095 1.05458 -4.01441
H -2.49530 -0.50311 -5.15073
H -1.83921 -1.68169 -4.00873
H -0.81978 -0.36935 -4.59952
H -6.16906 1.19115 -3.22128
H -7.13504 2.29264 -2.25463
H -6.26434 0.97830 -1.46501
H -4.82462 3.13089 -4.20846
H -4.06855 4.32079 -3.13497
H -5.82150 4.24817 -3.29615
H -5.29675 2.78824 0.08942
H -6.11729 4.03955 -0.84728
H -4.37431 4.13275 -0.58590
H -4.57708 -2.63434 1.41492
H -4.76365 -1.00948 0.73189
H -6.04193 -1.70501 1.73367
H -4.20916 -2.92058 3.95397
H -5.71805 -2.04563 4.16192
H -4.28563 -1.49347 5.00696
H -4.75782 1.02673 2.26234
H -4.48947 0.83831 4.00273
H -6.00387 0.29036 3.28455
C 2.53142 2.87285 -4.58617
C 2.74354 1.47027 -5.07549
O 2.40003 0.51778 -3.99492
P 3.34761 -0.66518 -3.59355
O 2.44617 -1.47247 -2.61120
Te 5.05249 0.17901 -2.15611
O 3.67836 -1.42368 -4.89720
C 4.97603 -2.08915 -5.19496
C 5.04132 -3.42450 -4.51346
H 2.74780 3.56053 -5.40491
H 3.19705 3.11431 -3.75813
H 1.50065 3.03299 -4.27161
H 3.77653 1.29330 -5.37819
H 2.09154 1.20547 -5.90450
H 5.76077 -1.40113 -4.88089
H 4.97822 -2.15460 -6.27819
H 5.09430 -3.31370 -3.42786
H 5.93815 -3.95225 -4.83990
H 4.17786 -4.03537 -4.77519
N 3.18324 -1.98206 0.15461
S 4.15939 -3.17824 -0.43721
C 5.51029 -3.31076 0.70574
C 5.86220 -2.24560 1.51811
C 6.99341 -2.36788 2.31630
C 7.75177 -3.52684 2.28077
C 7.38973 -4.58110 1.44940
C 6.26357 -4.48068 0.64990
C 3.29738 -4.69271 -0.20951
C 3.06233 -5.22471 1.05673
C 2.36221 -6.41229 1.15189
C 1.91443 -7.05240 -0.00251
C 2.15950 -6.51522 -1.25603
C 2.85744 -5.31905 -1.36836
H 2.89586 -2.17574 1.11046
H 5.27133 -1.34021 1.54371
H 7.28038 -1.55188 2.96529
H 8.63129 -3.61317 2.90415
H 7.98349 -5.48436 1.42466
H 5.98004 -5.30537 0.00858
H 3.45100 -4.74018 1.94456
H 2.18072 -6.85688 2.12081
H 1.37983 -7.98914 0.08227
H 1.82146 -7.03075 -2.14424
H 3.06433 -4.88728 -2.33956

2.
The following is a quantum chemistry calculation of C43H61Br3ClFI2N4O4P as an isolated structure at a distorted geometry, from the OMol25 dataset.

Properties
* frontier orbital gap: 0.249 Ha
* LUMO energy: -4.11 eV
* F_max: 1.52 eV/A
* net charge: +1
* HOMO level: -10.888 eV

CARTESIAN COORDINATES (ANGSTROEM)
C 0.84209 -2.71176 6.19846
C 1.11705 -3.06280 4.74390
O 2.32621 -3.76448 4.54007
C 3.50194 -2.97748 4.65087
C 4.37598 -3.02649 3.37251
C 3.77008 -3.77225 2.18213
C 2.52731 -3.13739 1.54717
C 2.89212 -2.06906 0.50168
C 1.64423 -1.31518 0.03752
C 1.10629 -0.17379 0.93300
C 2.24840 0.73347 1.42296
C 2.89690 0.27028 2.72530
F 3.22211 0.83155 0.42515
C -0.11002 0.53565 0.24822
N -1.28441 -0.35598 0.23819
C -2.62083 0.25918 0.35607
C -1.34076 -1.58188 1.02123
C -1.61053 -1.55596 2.50237
O -1.27071 -2.61165 0.44027
P -0.83059 2.12692 1.14663
O 0.21434 3.38181 1.08314
Cl -0.52232 1.51506 3.10109
N 0.19162 0.90550 -1.22700
C 1.02338 2.15355 -1.31262
C 1.96021 2.37444 -2.51006
C 1.48962 3.56226 -3.35055
Br 3.76870 2.84818 -1.87967
C 0.74761 -0.20127 -1.94019
N 0.32273 -0.72860 -3.09421
C -0.75974 -0.23450 -3.95442
I -2.68266 -0.97621 -3.65090
C -0.52332 0.58687 -4.97631
C 0.80776 1.09878 -5.41658
I -2.02017 1.26934 -6.24862
C 0.95517 -2.02299 -3.46862
Br -0.35686 -3.46461 -3.56142
C 1.80517 -2.17778 -4.73677
C 1.08795 -2.15052 -6.10151
Br 3.41373 -1.07737 -4.72488
N 1.80770 -0.84446 -1.34753
O 3.06246 -0.60363 -1.89361
H -0.06231 -2.09533 6.23326
H 1.67489 -2.11766 6.57981
H 0.68419 -3.60829 6.79821
H 1.14178 -2.12011 4.16592
H 0.31912 -3.68154 4.32113
H 4.08390 -3.35909 5.49505
H 3.24261 -1.93881 4.89333
H 4.66919 -2.01185 3.07882
H 5.31072 -3.53595 3.62638
H 4.54785 -3.80540 1.40687
H 3.57539 -4.81130 2.45377
H 1.96692 -3.92342 1.02929
H 1.85410 -2.71409 2.29621
H 3.70385 -1.42132 0.83228
H 3.27198 -2.61595 -0.37029
H 0.87156 -2.07912 -0.00446
H 0.74004 -0.64881 1.84661
H 1.90102 1.75168 1.58603
H 3.96088 0.51248 2.68389
H 2.77343 -0.79627 2.90958
H 2.47218 0.82609 3.56478
H -3.35203 -0.51174 0.10960
H -2.87078 0.59337 1.37104
H -2.75454 1.06431 -0.35860
H -2.09176 -2.50448 2.74966
H -0.67903 -1.50171 3.06738
H -2.27340 -0.74336 2.79467
H 0.58917 3.61823 1.94434
H 0.32416 2.99213 -1.30263
H 1.61530 2.25188 -0.41275
H 2.16745 1.48355 -3.10019
H 1.97535 3.57498 -4.32599
H 0.40414 3.51199 -3.47693
H 1.73247 4.48610 -2.82195
H 1.09641 0.62893 -6.36085
H 1.59929 0.93280 -4.69599
H 0.74505 2.16372 -5.62752
H 1.54300 -2.34056 -2.61522
H 2.20954 -3.18120 -4.60407
H 1.14476 -3.14311 -6.55212
H 1.58841 -1.47332 -6.79100
H 0.03192 -1.89678 -6.01591
H 3.40865 -1.45021 -2.21719
C -4.68957 4.37568 3.10520
C -5.80443 5.12324 2.75293
C -6.14868 5.26995 1.41598
C -5.38096 4.66642 0.42971
C -4.26693 3.91732 0.78218
C -3.92135 3.77389 2.11812
H -4.42021 4.26273 4.14747
H -6.40566 5.59228 3.52059
H -7.01566 5.85675 1.14245
H -5.65063 4.78138 -0.61216
H -3.66322 3.44723 0.01419
H -3.04963 3.19104 2.38790
C 2.45903 0.87711 9.88697
C 1.27070 1.55918 9.66550
C 0.79712 1.73250 8.37223
C 1.51361 1.21713 7.30173
C 2.70359 0.53655 7.52356
C 3.17871 0.36592 8.81590
H 2.82579 0.74539 10.89640
H 0.71235 1.95623 10.50304
H -0.12833 2.26706 8.20111
H 1.15090 1.34036 6.28721
H 3.26114 0.14040 6.68267
H 4.10745 -0.16194 8.98897
C -4.60972 -1.83713 -9.33674
C -4.48387 -0.57951 -8.76311
C -5.16243 0.50341 -9.30492
C -5.97113 0.32835 -10.41918
C -6.09835 -0.92942 -10.99168
C -5.41663 -2.01158 -10.45219
H -4.07966 -2.68159 -8.91483
H -3.85485 -0.44252 -7.89209
H -5.06384 1.48627 -8.86002
H -6.50259 1.17145 -10.84078
H -6.73004 -1.06661 -11.85946
H -5.51474 -2.99113 -10.90159

3.
The following is a quantum chemistry calculation of a 11-piece molecular cluster, C43H64F4O11S4 overall at a distorted geometry, from the OMol25 dataset.

Properties
* frontier orbital gap: 0.339 Ha
* LUMO energy: 0.31 eV
* F_max: 3.62 eV/A
* SMILES string: O=S1(=O)CCCC1.O=S1(=O)CCCC1.O=S1(=O)CCCC1.O=S1(=O)CCCC1.Fc1ccccc1.Fc1ccccc1.Fc1ccccc1.Fc1ccccc1.CO.CO.CO
* HOMO level: -8.914 eV

CARTESIAN COORDINATES (ANGSTROEM)
F 12.42121 19.05110 20.02283
C 13.24222 18.42308 20.99913
C 14.15510 17.46848 20.56341
C 14.90069 16.81739 21.49552
C 14.85810 17.21589 22.82128
C 13.96310 18.18928 23.26317
C 13.13864 18.79734 22.30085
H 14.25970 17.21244 19.50325
H 15.56799 15.99111 21.18893
H 15.55604 16.69582 23.53780
H 13.86572 18.46926 24.27944
H 12.47822 19.56251 22.61472
F 13.42972 11.97944 16.52229
C 12.84778 11.41314 15.48241
C 11.94908 10.41476 15.72996
C 11.34010 9.85152 14.65402
C 11.65728 10.38110 13.35539
C 12.56651 11.38660 13.10073
C 13.22925 11.84899 14.20293
H 11.80346 10.04591 16.75081
H 10.60868 9.01949 14.75753
H 11.02682 9.97935 12.56238
H 12.79848 11.68397 12.05207
H 13.84718 12.72028 14.16644
F 16.22776 16.67904 15.99972
C 14.89121 16.80900 16.26005
C 14.46733 18.02865 16.71302
C 13.19650 18.24966 17.15462
C 12.29732 17.13792 16.97287
C 12.66426 15.95765 16.42376
C 14.01297 15.73102 16.12066
H 15.23467 18.78249 16.86189
H 12.92298 19.18460 17.62480
H 11.24777 17.20198 17.21556
H 11.92644 15.19479 16.15894
H 14.35245 14.78059 15.67733
F 17.26206 17.17040 9.08909
C 16.70583 17.11527 10.32606
C 15.58938 16.42107 10.57593
C 15.05145 16.40477 11.85392
C 15.68024 17.07644 12.91370
C 16.83565 17.77283 12.63409
C 17.35188 17.76651 11.30954
H 15.16575 15.95239 9.68562
H 14.19569 15.81397 11.97887
H 15.28299 16.97500 13.95242
H 17.34895 18.37049 13.37001
H 18.23122 18.32438 11.03425
C 7.19071 17.68347 17.42971
O 8.57538 17.52955 17.13638
H 6.80948 18.47030 16.78003
H 6.61190 16.75380 17.31711
H 7.02894 18.19170 18.41728
H 8.82770 16.61321 17.36432
C 9.16887 11.82880 17.65717
O 9.41214 11.24896 18.94344
H 8.56350 11.13704 17.05759
H 8.71171 12.82468 17.77261
H 10.16890 11.92325 17.18299
H 9.40722 10.27505 18.79722
C 10.98565 20.76702 15.18255
O 12.33157 20.40996 15.11990
H 10.30890 20.10030 14.63765
H 10.51256 20.87915 16.19643
H 10.97829 21.76085 14.72495
H 12.52475 19.68501 15.72466
C 10.59148 15.88462 22.22672
C 10.75755 14.39350 22.13349
C 9.57906 13.90285 21.22796
S 9.28710 15.20168 20.02648
O 7.92382 15.70555 20.17908
O 9.68448 14.92715 18.66142
C 10.37312 16.45770 20.81342
H 11.44380 16.40105 22.70433
H 9.68763 16.24225 22.74195
H 10.79256 13.91319 23.08990
H 11.72649 14.24876 21.60992
H 8.69915 13.62650 21.85790
H 9.96282 13.08194 20.56416
H 9.84273 17.35763 20.80618
H 11.26187 16.60684 20.23669
C 17.39957 13.55434 16.12996
C 18.48424 14.20026 15.11393
C 18.57778 13.24438 13.95581
S 18.61286 11.57558 14.70509
O 19.97866 11.17802 14.93308
O 17.72441 10.69810 13.97814
C 17.73840 12.07514 16.24200
H 16.42723 13.70623 15.63536
H 17.36322 13.94294 17.15931
H 19.46721 14.14168 15.62805
H 18.22576 15.25690 15.01162
H 19.57854 13.37170 13.52882
H 17.75415 13.28470 13.25772
H 18.39349 11.92915 17.12759
H 16.78338 11.52678 16.32681
C 14.67286 22.92020 16.83664
C 13.69944 22.72356 18.02499
C 14.37674 22.21283 19.20827
S 15.99728 21.52016 18.64221
O 16.15760 20.13393 19.03217
O 16.95833 22.55878 18.90108
C 15.67435 21.71641 16.89139
H 15.25863 23.81251 16.90774
H 14.13098 22.82979 15.90802
H 12.93074 21.97584 17.63862
H 13.10878 23.65965 18.18258
H 13.86645 21.33766 19.66239
H 14.63887 22.92494 19.94239
H 15.16398 20.79652 16.58668
H 16.60629 21.81676 16.37509
C 8.30035 15.86719 12.21294
C 9.03343 17.16606 12.47405
C 10.19164 16.88288 13.45239
S 10.46868 15.07624 13.49185
O 9.87767 14.62103 14.73067
O 11.86925 14.75845 13.26411
C 9.34106 14.70776 12.01892
H 7.56858 15.93252 11.40834
H 7.75414 15.55237 13.13159
H 8.28661 17.77880 12.99784
H 9.33367 17.65924 11.56056
H 9.94708 17.08627 14.51284
H 11.14324 17.38199 13.20779
H 8.99547 13.71664 12.11676
H 10.04356 14.89458 11.14791

4.
The following is a quantum chemistry calculation of C43H65BrLiOP as an isolated structure, from the OMol25 dataset.

Properties
* frontier orbital gap: 0.272 Ha
* energy relative to the best compared isomer or geometry (same formula, charge and spin): 0.0 kcal/mol
* LUMO energy: 0.52 eV
* F_max: 0.37 eV/A
* HOMO level: -6.892 eV

CARTESIAN COORDINATES (ANGSTROEM)
Li 0.25182 -0.09086 0.82007
C 1.10446 -1.16449 4.50559
C 2.18223 -1.59679 3.51331
C 3.49489 -1.90090 4.24028
C 2.41809 -0.57328 2.42226
C 2.70925 0.75335 2.72064
C 2.93890 1.69572 1.72502
C 3.46154 3.06814 2.12272
C 4.99544 3.01369 2.17936
C 2.94942 3.57515 3.47315
C 2.83342 1.30940 0.37324
C 2.74591 -0.05647 0.05582
C 2.48392 -0.96030 1.08964
C 3.12212 -0.70026 -1.27585
C 2.71562 -0.05104 -2.59177
C 4.64234 -0.92215 -1.25635
C 2.80388 2.33517 -0.72249
C 4.01336 2.77940 -1.25549
C 4.06135 3.65871 -2.32239
C 2.87673 4.11734 -2.87463
C 1.66882 3.70603 -2.33691
C 1.58798 2.81962 -1.25996
P -0.06333 2.28737 -0.58074
C -0.65791 3.83019 0.33831
C -2.13300 3.69703 0.72927
C -0.42976 5.16359 -0.37708
C 0.15770 3.85252 1.62769
C -1.25531 1.99729 -2.03260
C -0.57340 1.07095 -3.04165
C -2.42622 1.18408 -1.44751
C -1.84830 3.19275 -2.78566
H 0.94278 -1.94478 5.25112
H 0.15395 -0.97155 4.00815
H 1.40182 -0.25756 5.03752
H 1.84672 -2.51435 3.02136
H 3.87075 -1.00800 4.74559
H 4.26360 -2.24188 3.54528
H 3.34519 -2.67464 4.99521
H 2.77242 1.05835 3.75838
H 3.18838 3.78646 1.34651
H 5.31384 2.28685 2.93024
H 5.40097 3.98890 2.45662
H 5.43206 2.71998 1.22730
H 3.44616 3.05843 4.29723
H 1.87571 3.44548 3.59435
H 3.17822 4.63683 3.57830
H 2.31527 -2.00058 0.83156
H 2.64567 -1.68394 -1.25925
H 3.19247 0.91345 -2.76425
H 1.64197 0.07930 -2.64721
H 3.01167 -0.71502 -3.40711
H 5.16731 0.03298 -1.33838
H 4.94408 -1.54458 -2.10067
H 4.96592 -1.40875 -0.33515
H 4.93529 2.39233 -0.84231
H 5.01565 3.97307 -2.72530
H 2.88844 4.79898 -3.71550
H 0.76165 4.09403 -2.76911
H -2.80869 3.82964 -0.11279
H -2.36610 4.47758 1.45923
H -2.34572 2.73264 1.19311
H -0.94574 5.22590 -1.33399
H 0.63134 5.34941 -0.54830
H -0.80940 5.97212 0.25528
H 0.03963 2.93304 2.20825
H -0.16045 4.69329 2.25156
H 1.21179 3.98334 1.40408
H -0.33620 0.11467 -2.57249
H 0.33287 1.49627 -3.47318
H -1.27519 0.86729 -3.85531
H -2.06821 0.32614 -0.88135
H -3.03444 0.80791 -2.27562
H -3.07567 1.77587 -0.80465
H -1.11721 3.76961 -3.34718
H -2.39562 3.87210 -2.13679
H -2.56348 2.80071 -3.51516
C -5.83239 -4.94618 -0.57774
C -5.61365 -3.77752 0.38346
C -6.63346 -2.68047 0.04709
C -5.86940 -4.28083 1.81071
C -4.20011 -3.20659 0.28023
C -3.80782 -2.16723 1.11795
C -2.54294 -1.64493 0.99354
Br -2.05349 -0.19185 2.15055
C -1.55523 -2.07363 0.07265
O -0.40922 -1.47648 0.00760
C -1.96234 -3.14904 -0.76368
C -3.25508 -3.65549 -0.63389
C -1.07652 -3.78732 -1.84985
C -1.04388 -5.31202 -1.65312
C 0.38236 -3.31762 -1.87039
C -1.67911 -3.46939 -3.22765
H -6.84349 -5.33816 -0.45035
H -5.13049 -5.76031 -0.38599
H -5.72506 -4.63720 -1.61952
H -7.65321 -3.06719 0.12267
H -6.47885 -2.31109 -0.96860
H -6.54283 -1.83319 0.72881
H -6.87842 -4.69242 1.89428
H -5.77511 -3.47794 2.54304
H -5.15517 -5.06242 2.07659
H -4.48289 -1.75465 1.85703
H -3.53836 -4.45843 -1.30051
H -0.64479 -5.56128 -0.66788
H -0.40183 -5.77155 -2.40896
H -2.03200 -5.76447 -1.73905
H 0.88137 -3.52049 -0.92257
H 0.46404 -2.25108 -2.06232
H 0.90503 -3.86151 -2.66335
H -2.70237 -3.83745 -3.31648
H -1.08201 -3.93107 -4.01892
H -1.69476 -2.38982 -3.39580